Entry 1:
{
  "formula": "C13H34N4O5Zn",
  "method": "the ωB97M-V functional and the def2-TZVPD basis",
  "elements": ["Zn", "C", "O", "N", "N", "H", "H", "H", "H", "C", "O", "C", "C", "N", "C", "C", "O", "C", "H", "H", "H", "H", "H", "H", "H", "H", "H", "H", "H", "H", "H", "H", "H", "C", "O", "C", "C", "N", "C", "C", "O", "C", "H", "H", "H", "H", "H", "H", "H", "H", "H", "H", "H", "H", "H", "H", "H"],
  "coordinates": [[-3.0627, -3.7969, -24.0301], [-4.3658, -3.4034, -20.8261], [-3.8449, -3.5677, -21.9550], [-4.2315, -2.2532, -20.1548], [-5.2071, -4.3211, -20.2793], [-4.7495, -2.1570, -19.2978], [-3.6223, -1.4913, -20.3753], [-5.3240, -5.1880, -20.7660], [-5.5753, -4.1282, -19.3682], [-1.0020, -4.8870, -26.2195], [-1.3143, -4.0645, -25.0981], [-0.2107, -3.1674, -24.8905], [-0.4141, -2.2346, -23.6893], [-1.8535, -2.1418, -23.3541], [-2.4972, -1.1312, -24.2516], [-4.0001, -1.1130, -23.9448], [-4.6304, -2.3886, -24.1800], [-6.0560, -2.3128, -24.1046], [-0.0148, -5.3416, -26.1787], [-1.1555, -4.2896, -27.1234], [-1.7399, -5.6810, -26.3305], [-0.0693, -2.5736, -25.7930], [0.6964, -3.7120, -24.6282], [0.0679, -1.2772, -23.9010], [0.0376, -2.6377, -22.7825], [-1.8969, -1.7115, -22.4370], [-2.2528, -1.3543, -25.2872], [-2.1364, -0.1535, -23.9213], [-4.5280, -0.3716, -24.5452], [-4.1139, -0.8492, -22.8899], [-6.4626, -2.4548, -25.1039], [-6.3977, -1.3240, -23.7891], [-6.4206, -2.9870, -23.3309], [-0.7099, -4.7965, -21.3426], [-1.5979, -5.1222, -22.3775], [-2.4196, -6.2604, -22.2364], [-3.0572, -6.5910, -23.5600], [-4.0181, -5.6176, -24.1184], [-4.4181, -6.1389, -25.5078], [-4.7610, -5.0356, -26.4624], [-3.7998, -4.0041, -26.5174], [-3.9222, -3.1437, -27.6454], [-0.4958, -5.6167, -20.6509], [-1.0334, -3.8784, -20.8489], [0.2924, -4.6244, -21.7542], [-3.1032, -6.1271, -21.3855], [-1.8001, -7.0915, -21.8773], [-3.4903, -7.5946, -23.4485], [-2.2128, -6.8716, -24.1971], [-4.8699, -5.7228, -23.5828], [-5.3441, -6.6536, -25.2424], [-3.7073, -6.8851, -25.8466], [-5.7588, -4.5998, -26.3516], [-4.8152, -5.4724, -27.4679], [-4.8899, -2.6477, -27.4725], [-3.8733, -3.5351, -28.6579], [-3.2678, -2.2765, -27.5517]],
  "nbo_charge": [1.72, 0.80, -0.79, -0.81, -0.81, 0.41, 0.41, 0.41, 0.41, -0.25, -0.64, -0.09, -0.25, -0.71, -0.27, -0.07, -0.64, -0.26, 0.21, 0.20, 0.20, 0.20, 0.22, 0.22, 0.22, 0.39, 0.22, 0.22, 0.22, 0.18, 0.20, 0.21, 0.20, -0.26, -0.59, -0.07, -0.28, -0.76, -0.24, -0.09, -0.58, -0.27, 0.21, 0.18, 0.19, 0.18, 0.21, 0.22, 0.23, 0.40, 0.23, 0.23, 0.19, 0.21, 0.18, 0.21, 0.20],
  "total_charge": 2,
  "homo_lumo_gap_ev": 10.795,
  "homo_energy_ha": -0.57713
}


Entry 2:
{
  "formula": "C15H12BN8OS4Y",
  "method": "the ωB97M-V functional and the def2-TZVPD basis",
  "elements": ["Y", "C", "C", "N", "N", "C", "B", "N", "C", "C", "C", "N", "N", "C", "C", "C", "N", "N", "C", "C", "C", "N", "H", "H", "H", "H", "H", "H", "H", "H", "H", "H", "H", "H", "O", "C", "S", "C", "C", "S", "S", "S"],
  "coordinates": [[-0.2901, 0.6174, 0.1290], [-1.7682, -3.1051, -1.5182], [-2.1092, -1.8681, -0.9929], [-1.1438, -1.4233, -0.1784], [-0.1641, -2.3726, -0.1743], [-0.5219, -3.3800, -0.9824], [1.1964, -2.1950, 0.6028], [2.1077, -1.2244, -0.2240], [3.1318, -1.4795, -1.0513], [3.5777, -0.2876, -1.5972], [2.7514, 0.6798, -1.0543], [1.8573, 0.1257, -0.2227], [0.8994, -1.5264, 1.9860], [1.2972, -1.9637, 3.1926], [0.8596, -1.0761, 4.1569], [0.1891, -0.0913, 3.4438], [0.2155, -0.3580, 2.1338], [1.7869, -3.5557, 0.8313], [1.1151, -4.6211, 1.3618], [2.0159, -5.6302, 1.5395], [3.2413, -5.0865, 1.0873], [3.1053, -3.8441, 0.6673], [-2.3436, -3.7164, -2.1936], [-2.9995, -1.2824, -1.1563], [0.1201, -4.2375, -1.1189], [3.4997, -2.4845, -1.1680], [4.3936, -0.1475, -2.2875], [2.7562, 1.7460, -1.2186], [1.8682, -2.8745, 3.2930], [1.0074, -1.1380, 5.2220], [-0.3095, 0.7934, 3.8126], [0.0574, -4.5724, 1.5802], [1.8325, -6.6166, 1.9360], [4.2120, -5.5602, 1.0512], [-3.1668, 4.2372, -5.3767], [-2.6738, 3.6365, -4.4785], [-2.9135, 4.0635, -2.7566], [-1.9336, 2.8069, -2.0932], [-1.3067, 1.9313, -3.0112], [-0.3014, 0.6354, -2.6232], [-1.6011, 2.2259, -4.6939], [-1.8404, 2.7634, -0.3889]],
  "nbo_charge": [1.99, -0.32, 0.02, -0.49, -0.34, 0.04, 0.93, -0.33, 0.06, -0.33, 0.02, -0.52, -0.33, 0.04, -0.33, 0.01, -0.49, -0.42, -0.05, -0.33, -0.03, -0.28, 0.26, 0.24, 0.25, 0.27, 0.26, 0.23, 0.25, 0.26, 0.23, 0.23, 0.25, 0.22, -0.48, 0.21, 0.44, -0.35, -0.38, -0.12, 0.42, -0.21],
  "total_charge": 1,
  "e_above_lowest_kcal_mol": 6.9,
  "homo_lumo_gap_ev": [7.680, 6.858],
  "spin_multiplicity": 2,
  "homo_energy_ha": [-0.40391, -0.44862],
  "s2": 0.76
}


Entry 3:
{
  "formula": "C27H18Cl5NO8RuS2",
  "method": "the ωB97M-V functional and the def2-TZVPD basis",
  "elements": ["Ru", "O", "S", "O", "O", "C", "C", "C", "C", "C", "C", "S", "O", "O", "O", "H", "H", "H", "H", "C", "C", "C", "C", "C", "C", "N", "C", "C", "C", "C", "C", "C", "C", "O", "O", "C", "C", "H", "H", "H", "H", "H", "H", "H", "H", "H", "H", "H", "H", "H", "H", "Cl", "C", "C", "C", "Cl", "C", "Cl", "C", "Cl", "C", "Cl"],
  "coordinates": [[-0.7668, -0.9268, 1.3249], [-4.5655, 1.5558, 1.2874], [-3.6585, 0.4646, 1.2472], [-2.3905, -2.2221, 0.3852], [-2.6361, 0.4995, 0.2541], [-4.5479, -1.0730, 1.3782], [-5.5376, -1.5137, 0.5202], [-6.1637, -2.7226, 0.8037], [-5.8006, -3.4668, 1.9163], [-4.8061, -3.0112, 2.7738], [-4.1907, -1.8089, 2.4868], [-2.9852, -1.0109, 3.5243], [-3.5436, -0.7766, 4.8076], [-1.6766, -1.5994, 3.4807], [-2.9138, 0.3810, 2.7080], [-5.8137, -0.9267, -0.3408], [-6.9372, -3.0814, 0.1435], [-6.2945, -4.4040, 2.1220], [-4.5052, -3.5694, 3.6443], [4.0956, 1.1773, -3.7887], [4.5606, 1.4986, -2.3987], [5.8551, 1.1569, -2.0251], [6.3353, 1.4653, -0.7610], [5.5277, 2.1330, 0.1290], [4.2116, 2.4695, -0.2154], [3.4806, 3.2116, 0.6931], [2.1170, 3.1687, 0.9595], [1.4532, 4.3749, 1.2116], [0.0918, 4.4066, 1.4381], [-0.6451, 3.2305, 1.4487], [0.0191, 2.0346, 1.2618], [1.3817, 1.9730, 1.0190], [2.0556, 0.6014, 1.0000], [3.2358, 0.5210, 1.2951], [1.2985, -0.3785, 0.6939], [3.7218, 2.1601, -1.4989], [2.3373, 2.5529, -1.9184], [4.8484, 0.5883, -4.3047], [3.9323, 2.0928, -4.3585], [3.1631, 0.6167, -3.7735], [6.4966, 0.6547, -2.7354], [7.3391, 1.1813, -0.4807], [5.8856, 2.3632, 1.1213], [4.0344, 3.6691, 1.4047], [2.0216, 5.2946, 1.1872], [-0.4015, 5.3536, 1.5935], [-1.7130, 3.2462, 1.6152], [-0.5513, 1.0936, 1.3126], [2.0002, 3.4503, -1.4046], [1.6320, 1.7515, -1.6891], [2.3034, 2.7368, -2.9884], [0.1636, -3.3685, 1.1759], [-0.6135, -3.6120, -0.3454], [-1.8463, -2.9287, -0.5401], [-2.4531, -3.0914, -1.8080], [-3.9259, -2.2602, -2.0808], [-1.8807, -3.8620, -2.8063], [-2.6547, -4.0287, -4.3264], [-0.6636, -4.5063, -2.5798], [0.0361, -5.4770, -3.8043], [-0.0274, -4.3689, -1.3435], [1.4749, -5.1335, -1.0515]],
  "nbo_charge": [1.37, -0.86, 2.36, -0.85, -0.89, -0.19, -0.18, -0.16, -0.17, -0.16, -0.34, 2.38, -0.85, -0.91, -0.89, 0.25, 0.24, 0.24, 0.25, -0.63, -0.01, -0.25, -0.19, -0.23, 0.19, -0.63, 0.29, -0.25, -0.19, -0.24, -0.13, -0.23, 0.78, -0.61, -0.82, 0.00, -0.65, 0.22, 0.21, 0.22, 0.20, 0.21, 0.20, 0.40, 0.22, 0.22, 0.21, 0.10, 0.22, 0.22, 0.22, 0.09, -0.19, 0.40, -0.17, 0.03, -0.05, 0.07, -0.13, 0.06, -0.05, 0.07],
  "e_above_lowest_kcal_mol": 52.8,
  "homo_lumo_gap_ev": [6.299, 5.555],
  "spin_multiplicity": 5,
  "homo_energy_ha": [-0.26461, -0.26467],
  "s2": 6.01
}